[1]
{
  "formula": "C35H45N2S2V",
  "method": "wB97M-V/def2-TZVPD",
  "species": ["V", "C", "C", "C", "C", "C", "C", "C", "C", "C", "C", "C", "C", "N", "C", "C", "C", "C", "C", "C", "C", "N", "C", "C", "C", "C", "C", "C", "C", "C", "C", "C", "C", "C", "H", "H", "H", "H", "H", "H", "H", "H", "H", "H", "H", "H", "H", "H", "H", "H", "H", "H", "H", "H", "H", "H", "H", "H", "H", "H", "H", "H", "H", "H", "H", "H", "H", "H", "H", "H", "H", "H", "H", "C", "C", "S", "C", "C", "S", "H", "H", "H", "H", "H", "H"],
  "positions_angstrom": [[0.2919, -0.2529, 0.8214], [4.2978, 1.7362, 1.2530], [4.0129, 1.9947, -0.2259], [4.1714, 0.7015, -1.0229], [2.7385, 2.8328, -0.3056], [2.9532, 4.2033, -0.1497], [1.9173, 5.1027, -0.0003], [0.6127, 4.6506, -0.0095], [0.3271, 3.3037, -0.1892], [-1.1238, 2.8819, -0.3115], [-1.6781, 3.4313, -1.6291], [-1.9641, 3.3377, 0.8801], [1.3979, 2.4139, -0.3405], [1.0465, 1.0202, -0.5368], [1.2665, 0.4771, -1.6825], [0.9815, -0.8979, -2.0366], [1.6850, -1.3939, -3.1469], [1.5242, -2.6906, -3.5757], [0.6197, -3.5157, -2.9118], [-0.1179, -3.0427, -1.8458], [0.0540, -1.7370, -1.3787], [-0.7300, -1.2604, -0.3030], [-2.0792, -1.7722, -0.2440], [-2.9728, -1.3722, -1.2512], [-4.2159, -1.9912, -1.2991], [-4.5792, -2.9477, -0.3683], [-3.7017, -3.2878, 0.6423], [-2.4350, -2.7155, 0.7309], [-1.5095, -3.1861, 1.8333], [-2.1726, -3.1189, 3.2095], [-0.9767, -4.5929, 1.5534], [-2.6527, -0.3013, -2.2794], [-2.4019, -0.9049, -3.6642], [-3.7785, 0.7312, -2.3573], [5.2305, 1.1824, 1.3710], [3.4874, 1.1527, 1.6939], [4.3784, 2.6699, 1.8096], [4.7969, 2.6642, -0.5897], [3.5792, -0.1221, -0.6187], [5.2159, 0.3926, -0.9654], [3.9424, 0.8350, -2.0798], [3.9754, 4.5610, -0.1259], [2.1289, 6.1562, 0.1237], [-0.2001, 5.3555, 0.1028], [-1.1840, 1.7868, -0.3486], [-1.5970, 4.5190, -1.6455], [-2.7275, 3.1752, -1.7533], [-1.1200, 3.0485, -2.4862], [-2.0081, 4.4249, 0.9509], [-1.5609, 2.9564, 1.8191], [-2.9880, 2.9758, 0.7746], [1.7258, 1.0943, -2.4525], [2.3755, -0.7354, -3.6595], [2.0837, -3.0610, -4.4229], [0.4753, -4.5356, -3.2426], [-0.8513, -3.6752, -1.3659], [-4.9160, -1.7171, -2.0766], [-5.5508, -3.4200, -0.4263], [-3.9941, -4.0288, 1.3739], [-0.6521, -2.5180, 1.8709], [-2.9727, -3.8520, 3.3156], [-2.5929, -2.1310, 3.4026], [-1.4346, -3.3321, 3.9842], [-1.7931, -5.3143, 1.4845], [-0.3114, -4.9120, 2.3568], [-0.4107, -4.6342, 0.6214], [-1.7428, 0.2216, -1.9681], [-3.2989, -1.4053, -4.0332], [-1.5950, -1.6376, -3.6509], [-2.1422, -0.1216, -4.3780], [-4.7174, 0.2701, -2.6624], [-3.5447, 1.4908, -3.1025], [-3.9462, 1.2182, -1.3955], [1.4955, 1.3273, 4.4610], [1.1786, 0.2981, 3.4100], [-0.4684, 0.2723, 2.8076], [2.0998, -0.6236, 2.9845], [3.4510, -0.7597, 3.6259], [1.7522, -1.7265, 1.6716], [0.6422, 1.9780, 4.6366], [2.3419, 1.9484, 4.1620], [1.7520, 0.8471, 5.4069], [3.4159, -0.4693, 4.6745], [4.1950, -0.1352, 3.1318], [3.7930, -1.7916, 3.5636]],
  "lowdin_charge": [0.47, -0.05, -0.35, -0.06, -0.12, -0.03, -0.04, -0.02, -0.14, -0.38, -0.04, -0.05, -0.13, 0.00, -0.07, -0.14, -0.01, -0.05, -0.03, 0.00, -0.23, -0.07, -0.15, -0.13, -0.02, -0.04, -0.02, -0.13, -0.41, -0.06, -0.04, -0.36, -0.03, -0.06, 0.09, 0.05, 0.09, 0.13, 0.06, 0.09, 0.08, 0.12, 0.12, 0.12, 0.09, 0.09, 0.06, 0.09, 0.08, 0.06, 0.09, 0.15, 0.12, 0.12, 0.12, 0.12, 0.11, 0.11, 0.12, 0.02, 0.08, 0.07, 0.09, 0.09, 0.09, 0.07, 0.11, 0.09, 0.07, 0.09, 0.08, 0.08, 0.08, -0.10, -0.70, 0.77, -0.72, -0.09, 0.77, 0.07, 0.09, 0.09, 0.08, 0.07, 0.08],
  "total_energy_ev": -87360.31647,
  "lumo_energy_ev": [-4.34, -3.61],
  "homo_lumo_gap_ev": [6.898, 7.595],
  "spin_multiplicity": 2,
  "charge": 1
}

[2]
{
  "formula": "C35H46IN4O2OsSi",
  "method": "wB97M-V/def2-TZVPD",
  "species": ["Os", "C", "C", "C", "C", "C", "C", "C", "N", "C", "C", "C", "C", "C", "C", "C", "N", "C", "C", "C", "C", "H", "H", "H", "H", "H", "H", "H", "H", "H", "H", "H", "H", "H", "H", "H", "H", "H", "H", "H", "H", "H", "H", "H", "H", "C", "Si", "C", "C", "N", "C", "C", "C", "C", "C", "C", "O", "C", "C", "C", "C", "C", "C", "H", "H", "H", "H", "H", "H", "H", "H", "H", "H", "H", "H", "H", "H", "H", "H", "H", "H", "N", "C", "O", "C", "I", "H", "H", "H", "H"],
  "positions_angstrom": [[0.4936, 0.4951, -0.1422], [1.8356, 0.4209, 6.8317], [1.8837, -0.8209, 5.9396], [0.7244, -1.7658, 6.3233], [3.2190, -1.5501, 6.1632], [1.7005, -0.4839, 4.4733], [1.8830, -1.4556, 3.4843], [1.6111, -1.1708, 2.1682], [1.1904, 0.0428, 1.7634], [1.0257, 1.0052, 2.6986], [1.2683, 0.7682, 4.0337], [0.4843, 2.2689, 2.1676], [0.4712, 3.4535, 2.8621], [-0.0841, 4.6136, 2.3126], [-0.6833, 4.4682, 1.0613], [-0.6316, 3.2651, 0.3968], [-0.0210, 2.1793, 0.9045], [-0.0562, 5.9240, 3.0682], [-1.0306, 5.7877, 4.2602], [1.3586, 6.1924, 3.6074], [-0.5003, 7.1033, 2.2014], [2.0141, 0.1246, 7.8649], [0.8601, 0.9133, 6.8028], [2.6130, 1.1400, 6.5593], [0.8240, -2.0396, 7.3741], [0.7420, -2.6822, 5.7298], [-0.2445, -1.2780, 6.1876], [3.3289, -1.7585, 7.2275], [4.0659, -0.9347, 5.8518], [3.2686, -2.5062, 5.6400], [2.2205, -2.4524, 3.7348], [1.7095, -1.9361, 1.4104], [1.0960, 1.5603, 4.7479], [0.9128, 3.4840, 3.8482], [-1.1816, 5.2970, 0.5793], [-1.0949, 3.1469, -0.5716], [-0.7472, 4.9657, 4.9216], [-2.0534, 5.6255, 3.9135], [-1.0086, 6.7130, 4.8367], [1.6820, 5.4439, 4.3329], [1.3626, 7.1582, 4.1125], [2.0938, 6.2336, 2.8000], [-1.5474, 7.0190, 1.9024], [0.1191, 7.2058, 1.3061], [-0.4015, 8.0244, 2.7744], [0.7162, 1.0476, -4.5847], [0.6358, 1.8493, -2.9167], [2.2219, 1.6075, -1.9299], [0.1770, 3.6475, -2.9534], [-0.4767, 0.9512, -1.8027], [-1.7206, 0.5354, -2.0236], [-2.5183, 0.9227, -3.1425], [-3.7828, 0.4449, -3.2845], [-4.3068, -0.4602, -2.3307], [-3.5642, -0.8587, -1.2247], [-2.3003, -0.3478, -1.0576], [-1.5258, -0.5750, 0.0495], [-1.7686, -1.6862, 0.9173], [-1.8970, -2.9642, 0.4179], [-2.0984, -4.0040, 1.3157], [-2.1518, -3.7538, 2.6801], [-2.0089, -2.4562, 3.1563], [-1.8138, -1.4088, 2.2681], [1.7565, 0.9109, -4.8895], [0.2420, 1.6811, -5.3387], [0.2280, 0.0705, -4.6100], [2.9762, 2.3221, -2.2748], [2.6259, 0.6075, -2.0883], [2.1251, 1.8013, -0.8228], [0.7135, 4.1210, -3.7819], [0.4723, 4.1671, -2.0394], [-0.8900, 3.8174, -3.1198], [-2.1078, 1.6108, -3.8733], [-4.3901, 0.7622, -4.1212], [-5.3147, -0.8385, -2.4505], [-3.9849, -1.5359, -0.4947], [-1.8413, -3.1475, -0.6495], [-2.2095, -5.0148, 0.9442], [-2.3115, -4.5697, 3.3732], [-2.0746, -2.2575, 4.2182], [-1.7303, -0.3821, 2.6100], [3.5337, -1.5019, -0.9273], [2.3191, -1.9720, -1.1644], [1.2797, -1.2768, -1.0253], [2.2185, -3.3820, -1.6370], [1.4794, -4.6025, -0.0433], [3.6872, -0.5561, -0.6132], [4.3526, -2.0708, -1.0811], [3.1791, -3.7949, -1.9243], [1.5042, -3.4656, -2.4495]],
  "lowdin_charge": [1.47, -0.05, -0.55, -0.02, -0.03, -0.11, 0.04, -0.09, -0.08, -0.19, 0.08, -0.17, 0.08, -0.11, 0.05, -0.08, -0.07, -0.55, -0.02, -0.03, -0.05, 0.10, 0.09, 0.10, 0.10, 0.09, 0.09, 0.10, 0.10, 0.08, 0.13, 0.05, 0.12, 0.13, 0.13, 0.10, 0.09, 0.10, 0.10, 0.08, 0.10, 0.10, 0.09, 0.10, 0.10, -0.13, 0.49, -0.16, -0.14, -0.12, -0.25, 0.03, -0.01, 0.05, 0.04, -0.15, -0.07, -0.25, -0.05, -0.06, -0.03, -0.04, -0.01, 0.06, 0.06, 0.05, 0.08, 0.02, 0.03, 0.06, 0.03, 0.05, 0.12, 0.14, 0.14, 0.14, 0.13, 0.12, 0.13, 0.12, 0.13, 0.24, -0.62, -0.18, -0.51, 0.99, 0.12, 0.15, 0.06, 0.07],
  "total_energy_ev": -65520.47721,
  "lumo_energy_ev": [-10.88, -10.88],
  "homo_lumo_gap_ev": [5.833, 5.831],
  "spin_multiplicity": 1,
  "charge": 3
}